#w
Entry from OMol25: a 2-piece molecular cluster, C3H3FO2 overall (the ωB97M-V functional and the def2-TZVPD basis).

Bonds (Å) are listed after each position.
Positions of all 9 atoms, in Å:
1 C 1.22 -0.70 -0.77  C3 1.331, O4 1.173
2 C -1.50 0.53 0.81  O5 1.314, F6 1.345
3 C 1.75 0.23 0.03  C1 1.331, H7 1.040, H9 1.053
4 O 1.11 -1.64 -1.47  C1 1.173
5 O -2.03 -0.38 0.01  C2 1.314, H8 0.978
6 F -1.59 1.73 0.22  C2 1.345
7 H 1.83 1.18 -0.37  C3 1.040
8 H -2.28 -1.18 0.51  O5 0.978
9 H 1.48 0.22 1.04  C3 1.053

## Properties
**E_LUMO**: 0.523 eV
**Orbital gap**: 9.869 eV
**HOMO level**: -9.346 eV

#x
Entry from OMol25: an isolated molecule of C3H3FO2 (the ωB97M-V functional and the def2-TZVPD basis).

Bonds (Å) are listed after each position.
Positions of all 9 atoms, in Å:
1 O 0.53 -0.48 1.86  C2 1.187
2 C -0.41 -0.04 1.29  O1 1.187, C3 1.651, H7 1.152
3 C -0.37 0.35 -0.31  C2 1.651, C4 1.499, H8 1.072, H9 1.091
4 C 0.80 -0.26 -1.03  C3 1.499, O5 1.176, F6 1.353
5 O 1.89 0.12 -1.23  C4 1.176
6 F 0.43 -1.50 -1.42  C4 1.353
7 H -1.31 0.27 1.94  C2 1.152
8 H -1.33 0.11 -0.71  C3 1.072
9 H -0.23 1.43 -0.38  C3 1.091

## Properties
**E_LUMO**: 0.677 eV
**Orbital gap**: 11.297 eV
**HOMO level**: -10.620 eV
**SMILES**: O=CCC(=O)F

#x is favored, and the nearest alternative lies 66.2 kcal/mol above it.

#w
Entry from OMol25: a 2-piece molecular cluster, C3H3FO2 overall (the ωB97M-V functional and the def2-TZVPD basis).

Bonds (Å) are listed after each position.
Positions of all 9 atoms, in Å:
1 C -1.12 -0.66 0.40  C3 1.309, O4 1.172
2 C 1.87 1.33 -0.15  O5 1.284, F6 1.318
3 C -1.19 -1.83 -0.19  C1 1.309, H7 1.058, H9 1.017
4 O -1.03 0.40 0.89  C1 1.172
5 O 0.82 2.03 0.06  C2 1.284, H8 0.971
6 F 2.76 2.08 -0.78  C2 1.318
7 H -1.45 -2.69 0.37  C3 1.058
8 H 0.22 1.41 0.50  O5 0.971
9 H -0.87 -2.08 -1.12  C3 1.017

## Properties
**E_LUMO**: 0.324 eV
**Orbital gap**: 9.957 eV
**HOMO level**: -9.633 eV

#x
Entry from OMol25: an isolated molecule of C3H3FO2 (the ωB97M-V functional and the def2-TZVPD basis).

Bonds (Å) are listed after each position.
Positions of all 9 atoms, in Å:
1 O -2.61 1.13 -0.04  C2 1.220
2 C -1.41 1.02 -0.22  O1 1.220, C3 1.443, H7 1.066
3 C -0.73 -0.22 0.04  C2 1.443, F4 1.304, C5 1.754
4 F -1.16 -1.45 -0.05  C3 1.304
5 C 1.02 -0.24 -0.07  C3 1.754, O6 1.311, H8 1.140
6 O 1.71 -1.36 -0.09  C5 1.311, H9 0.972
7 H -0.81 1.87 -0.46  C2 1.066
8 H 1.48 0.69 0.41  C5 1.140
9 H 2.50 -1.44 0.48  O6 0.972

## Properties
**E_LUMO (alpha / beta)**: -0.206 / -0.659 eV
**Orbital gap (alpha / beta)**: 8.547 / 7.845 eV
**HOMO level (alpha / beta)**: -8.753 / -8.504 eV
**SMILES**: O=C/C(F)=C/O

#w is favored, and the nearest alternative lies 26.7 kcal/mol above it.